# 1
The following is a quantum chemistry calculation of a molecular structure, C17H27Cl2F4KN2O7P at a distorted geometry, from OMol25.

Properties
Charge: -1
LUMO in eV: -1.80
Kohn-Sham gap in eV: 1.1
Multiplicity: 1

Cartesian coordinates (Å):
C (1.473, 2.628, -3.557)
C (2.720, 1.695, -3.885)
C (3.224, 0.806, -2.672)
F (4.601, 0.435, -2.993)
C (3.267, 1.545, -1.279)
C (2.832, 0.971, -0.038)
C (2.235, -0.508, 0.017)
C (0.842, -0.657, -0.734)
O (0.601, -2.029, -1.157)
C (-0.429, -0.231, 0.132)
F (-1.501, -1.054, -0.232)
F (-0.755, 1.095, -0.252)
F (-0.243, -0.348, 1.504)
C (2.951, 1.765, 1.340)
O (3.008, 1.048, 2.376)
C (3.031, 3.318, 1.291)
C (2.707, 4.317, 2.475)
C (2.397, 3.631, 3.885)
N (1.515, 4.593, 4.660)
C (3.465, 3.902, 0.052)
N (3.590, 5.424, -0.001)
C (3.815, 2.990, -1.221)
O (4.557, 3.473, -2.191)
H (1.176, 3.136, -4.543)
H (1.722, 3.492, -2.850)
H (0.563, 2.042, -3.226)
H (3.585, 2.370, -4.206)
H (2.488, 1.014, -4.777)
H (2.673, -0.193, -2.604)
H (2.985, -1.208, -0.498)
H (2.140, -0.902, 1.079)
H (0.790, -0.046, -1.700)
H (1.383, -2.572, -0.934)
H (3.642, 4.965, 2.625)
H (1.868, 5.027, 2.183)
H (3.360, 3.549, 4.480)
H (1.810, 2.668, 3.823)
H (1.808, 5.565, 4.462)
H (0.607, 4.521, 4.164)
H (4.384, 5.614, 0.664)
H (3.898, 5.714, -0.952)
K (5.988, 4.517, -1.084)
C (-6.772, -3.342, -1.716)
O (-5.507, -3.812, -1.269)
P (-5.435, -4.329, 0.369)
O (-5.823, -2.964, 0.925)
O (-3.822, -4.432, 0.259)
C (-3.090, -3.372, -0.335)
O (-5.444, -5.049, 1.955)
C (-5.327, -6.489, 2.083)
H (-6.778, -3.350, -2.807)
H (-7.572, -3.987, -1.352)
H (-6.930, -2.315, -1.376)
H (-3.592, -2.410, -0.226)
H (-2.937, -3.588, -1.395)
H (-2.115, -3.313, 0.147)
H (-4.339, -6.938, 1.700)
H (-6.162, -6.956, 1.550)
H (-5.392, -6.738, 3.143)
Cl (-7.188, -7.809, 3.408)
Cl (-2.549, -6.891, 1.311)

Löwdin population analysis, charges in e, atoms 1 to 5:
1. C -0.103
2. C -0.187
3. C -0.218
4. F -0.083
5. C -0.047

# 2
The following is a quantum chemistry calculation of a molecular structure, C10H22AgO3 at a distorted geometry, from OMol25.

Properties
Charge: -1
LUMO in eV: 2.72
Kohn-Sham gap in eV: 5.9
Multiplicity: 1

Cartesian coordinates (Å):
Ag (-0.043, -1.078, -0.306)
C (-1.915, -0.717, -4.385)
C (-1.584, -0.484, -2.926)
C (-2.534, 0.730, -2.491)
O (-1.707, -1.611, -2.115)
H (-1.418, -1.648, -4.657)
H (-1.552, 0.140, -4.953)
H (-3.002, -0.792, -4.400)
H (-0.532, -0.216, -2.829)
H (-2.192, 1.554, -3.118)
H (-2.230, 0.983, -1.475)
H (-3.598, 0.503, -2.564)
C (-1.070, 0.541, 1.915)
C (-1.434, -0.888, 2.331)
C (-2.374, -0.865, 3.567)
O (-1.806, -1.672, 1.267)
H (-0.266, 0.483, 1.181)
H (-0.465, 1.107, 2.624)
H (-1.936, 1.087, 1.541)
H (-0.467, -1.250, 2.679)
H (-3.394, -0.689, 3.224)
H (-2.038, -0.208, 4.369)
H (-2.329, -1.872, 3.980)
C (3.466, 0.565, 1.571)
C (3.500, 1.430, 0.330)
C (2.323, 0.920, -0.534)
O (2.216, -0.434, -0.050)
C (3.028, -0.795, 1.039)
H (2.758, 1.037, 2.253)
H (4.401, 0.584, 2.131)
H (4.414, 1.392, -0.262)
H (3.450, 2.516, 0.408)
H (2.549, 0.887, -1.600)
H (1.447, 1.526, -0.303)
H (3.884, -1.417, 0.778)
H (2.449, -1.349, 1.779)

natural (NBO) population analysis, charges in e, atoms 1 to 5:
1. Ag 0.861
2. C -0.648
3. C 0.126
4. C -0.653
5. O -0.978

# 3
The following is a quantum chemistry calculation of a molecular structure, C23H19AsCdCl4N2O6 at a distorted geometry, from OMol25.

Properties
Charge: -2
LUMO in eV: 3.85
Kohn-Sham gap in eV: 4.6
ΔE to the lowest compared entry with this formula, charge and spin in kcal per mole: 17.57
Multiplicity: 1

Cartesian coordinates (Å):
Cd (3.854, 4.945, 19.512)
O (3.966, 1.479, 14.923)
C (5.168, 1.128, 15.391)
C (5.939, 0.263, 14.571)
C (7.233, -0.043, 14.973)
C (7.771, 0.498, 16.134)
C (7.000, 1.326, 16.957)
C (5.680, 1.648, 16.589)
C (4.925, 2.542, 17.508)
O (5.510, 3.008, 18.527)
N (3.656, 2.677, 17.155)
N (2.983, 3.239, 18.157)
C (1.670, 3.176, 17.971)
C (0.666, 3.549, 18.914)
C (-0.666, 3.843, 18.516)
C (-1.641, 4.118, 19.404)
C (-1.390, 4.026, 20.800)
C (-0.112, 3.782, 21.248)
C (0.974, 3.696, 20.347)
O (2.193, 3.707, 20.731)
H (3.590, 2.125, 15.567)
H (5.487, -0.033, 13.658)
H (7.818, -0.778, 14.323)
H (8.881, 0.349, 16.354)
H (7.420, 1.752, 17.890)
H (1.226, 2.884, 16.987)
H (-0.835, 3.821, 17.383)
H (-2.648, 4.461, 19.127)
H (-2.208, 4.180, 21.497)
H (0.083, 3.584, 22.286)
Cl (10.467, 6.532, 17.455)
C (9.087, 6.266, 18.397)
C (9.097, 6.221, 19.768)
Cl (10.472, 6.645, 20.668)
C (7.985, 5.838, 20.493)
Cl (8.114, 5.704, 22.183)
C (6.681, 5.585, 19.973)
O (5.729, 5.155, 20.743)
C (6.606, 5.847, 18.475)
O (5.480, 5.784, 17.942)
C (7.858, 6.072, 17.776)
Cl (7.636, 6.165, 16.096)
C (1.819, 9.615, 19.578)
As (2.840, 8.005, 20.217)
C (2.239, 7.533, 21.984)
C (4.736, 8.375, 20.715)
O (2.530, 6.708, 19.178)
H (2.567, 10.238, 19.014)
H (1.370, 10.126, 20.414)
H (1.076, 9.172, 18.883)
H (2.162, 8.392, 22.666)
H (2.878, 6.739, 22.484)
H (1.309, 6.996, 21.813)
H (4.594, 9.357, 21.189)
H (5.304, 8.394, 19.780)
H (5.229, 7.659, 21.399)

natural (NBO) population analysis, charges in e, atoms 1 to 5:
1. Cd 1.738
2. O -0.715
3. C 0.332
4. C -0.297
5. C -0.213

# 4
The following is a quantum chemistry calculation of 11 unconnected molecules or ions with the total composition C26H79N17O11 at a distorted geometry, from OMol25.

Properties
Charge: 0
LUMO in eV: -0.36
Kohn-Sham gap in eV: 8.7
ΔE to the lowest compared entry with this formula, charge and spin in kcal per mole: 67.69
SMILES: COC[C@H](C)N.COC[C@H](C)N.COC[C@H](C)N.COC[C@H](C)N.COC[C@H](C)N.NC(N)=O.NC(N)=O.NC(N)=O.NC(N)=O.NC(N)=O.NC(N)=O
Multiplicity: 1

Cartesian coordinates (Å):
C (-1.087, 4.483, 1.087)
O (-1.366, 5.596, 1.556)
N (-0.464, 4.445, -0.084)
N (-1.310, 3.302, 1.618)
H (-0.279, 3.540, -0.488)
H (-0.295, 5.328, -0.535)
H (-1.813, 3.260, 2.488)
H (-0.829, 2.545, 1.142)
C (3.478, 1.966, -2.049)
O (3.155, 2.801, -2.862)
N (3.019, 1.895, -0.774)
N (4.374, 0.999, -2.266)
H (3.495, 1.185, -0.224)
H (2.487, 2.642, -0.358)
H (4.558, 0.841, -3.248)
H (4.525, 0.248, -1.613)
C (2.670, -0.205, -5.319)
O (3.878, -0.240, -5.522)
N (2.049, 0.845, -4.758)
N (1.820, -1.180, -5.636)
H (2.704, 1.546, -4.438)
H (1.064, 0.893, -4.565)
H (2.209, -2.096, -5.792)
H (0.825, -1.046, -5.670)
C (-2.893, -2.393, -3.163)
O (-3.137, -3.097, -2.184)
N (-1.806, -1.680, -3.290)
N (-3.685, -2.406, -4.193)
H (-1.661, -1.289, -4.205)
H (-1.117, -1.731, -2.550)
H (-4.541, -2.933, -4.145)
H (-3.363, -1.928, -5.017)
C (2.858, -4.773, 2.542)
O (3.842, -5.213, 1.946)
N (2.857, -4.412, 3.834)
N (1.684, -4.583, 1.949)
H (3.735, -4.601, 4.293)
H (2.026, -4.243, 4.373)
H (0.892, -4.265, 2.481)
H (1.561, -4.770, 0.962)
C (-0.499, -5.085, -0.822)
O (0.447, -5.829, -0.580)
N (-1.024, -4.176, 0.018)
N (-1.246, -5.109, -1.920)
H (-0.842, -4.181, 1.007)
H (-1.839, -3.668, -0.291)
H (-1.916, -4.356, -2.009)
H (-0.992, -5.811, -2.597)
C (-4.226, 6.524, -3.128)
C (-4.383, 5.664, -4.377)
C (-5.050, 4.266, -4.111)
O (-4.181, 3.400, -3.368)
C (-4.690, 2.098, -3.196)
N (-5.200, 6.340, -5.353)
H (-5.034, 6.430, -2.398)
H (-4.406, 7.572, -3.374)
H (-3.309, 6.278, -2.594)
H (-3.376, 5.403, -4.715)
H (-5.219, 3.835, -5.102)
H (-6.015, 4.372, -3.610)
H (-3.885, 1.530, -2.727)
H (-5.088, 1.576, -4.068)
H (-5.450, 2.142, -2.411)
H (-5.438, 5.744, -6.135)
H (-4.616, 7.093, -5.695)
C (-2.063, -0.038, 0.359)
C (-0.503, 0.195, 0.559)
C (0.338, -1.004, 0.083)
O (0.084, -1.162, -1.326)
C (1.193, -1.847, -1.934)
N (-0.007, 1.365, -0.182)
H (-2.293, 0.069, -0.702)
H (-2.722, 0.658, 0.878)
H (-2.319, -1.044, 0.690)
H (-0.274, 0.286, 1.623)
H (0.233, -1.883, 0.721)
H (1.367, -0.661, 0.214)
H (0.982, -2.148, -2.961)
H (1.460, -2.719, -1.339)
H (1.996, -1.125, -2.094)
H (-0.514, 1.140, -1.034)
H (0.950, 1.220, -0.496)
C (1.561, -0.252, 3.831)
C (2.892, 0.417, 3.947)
C (3.964, -0.568, 4.451)
O (3.859, -0.682, 5.853)
C (4.981, -1.242, 6.539)
N (3.204, 1.169, 2.729)
H (1.512, -1.089, 3.133)
H (0.762, 0.485, 3.725)
H (1.290, -0.753, 4.764)
H (2.817, 1.181, 4.726)
H (4.946, -0.205, 4.121)
H (4.035, -1.571, 4.019)
H (4.702, -1.491, 7.563)
H (5.791, -0.514, 6.593)
H (5.336, -2.202, 6.156)
H (2.358, 1.692, 2.551)
H (4.039, 1.708, 2.916)
C (4.124, -2.033, 0.191)
C (5.360, -1.313, 0.757)
C (6.661, -1.506, 0.011)
O (7.242, -2.792, 0.225)
C (8.122, -2.797, 1.365)
N (5.025, 0.094, 0.689)
H (4.393, -3.089, 0.134)
H (3.825, -1.556, -0.738)
H (3.356, -1.931, 0.959)
H (5.544, -1.602, 1.798)
H (7.325, -0.660, 0.204)
H (6.436, -1.430, -1.056)
H (8.446, -3.837, 1.336)
H (7.662, -2.560, 2.326)
H (8.989, -2.147, 1.234)
H (4.347, 0.279, 1.429)
H (5.860, 0.521, 1.082)
C (-6.469, 1.011, 4.433)
C (-6.378, 1.609, 3.072)
C (-6.344, 0.601, 1.926)
O (-5.438, -0.421, 2.312)
C (-5.351, -1.521, 1.432)
N (-7.553, 2.474, 2.908)
H (-6.710, 1.744, 5.201)
H (-5.572, 0.470, 4.737)
H (-7.213, 0.210, 4.421)
H (-5.521, 2.290, 3.076)
H (-6.007, 0.847, 0.917)
H (-7.361, 0.196, 1.944)
H (-4.509, -2.191, 1.620)
H (-5.452, -1.351, 0.360)
H (-6.062, -2.292, 1.751)
H (-7.720, 2.731, 1.946)
H (-7.654, 3.237, 3.557)

Löwdin population analysis, charges in e, atoms 1 to 5:
1. C -0.752
2. O -0.013
3. N 0.152
4. N 0.169
5. H 0.059